DFT (ωB97M-V/def2-TZVPD) results for a cluster of 2 separate species, C9H21N in total.

```
31
Properties=species:S:1:pos:R:3
C -0.097 2.386 0.912
C -0.037 1.381 2.064
C 1.401 0.922 2.317
C 2.021 0.338 1.046
C 1.961 1.343 -0.105
C 0.524 1.802 -0.359
H 0.466 3.295 1.200
H -1.145 2.686 0.721
H -0.653 0.499 1.802
H -0.463 1.827 2.983
H 1.425 0.174 3.132
H 2.002 1.793 2.641
H 3.070 0.038 1.237
H 1.458 -0.571 0.758
H 2.577 2.225 0.156
H 2.387 0.896 -1.025
H 0.500 2.550 -1.174
H -0.078 0.931 -0.683
C 0.211 -2.502 -2.209
C -1.154 -1.869 -1.985
N -1.439 -1.751 -0.558
C -2.778 -1.222 -0.312
H 0.238 -3.519 -1.783
H 0.993 -1.895 -1.721
H 0.436 -2.565 -3.287
H -1.929 -2.458 -2.513
H -1.165 -0.845 -2.405
H -1.366 -2.685 -0.134
H -2.813 -0.179 -0.669
H -2.980 -1.230 0.773
H -3.572 -1.795 -0.821
```

**HOMO-LUMO gap**: 10.05 eV
**Relative energy (zero: lowest compared OMol25 entry of this formula, charge and spin)**: 0.3 kcal per mole
**SMILES**: C1CCCCC1.CCNC
**HOMO**: -0.329 Ha
**Molar mass**: 143.27 u

Atom charges from the Mulliken analysis, given in e for atoms 1 to 5:
1 C -0.7638
2 C -0.3637
3 C -0.7598
4 C -0.4090
5 C -0.7703